No. 1
DFT (the ωB97M-V functional and the def2-TZVPD basis) results for an isolated molecule of C6H12O.

XYZ file:
```
19
Properties=species:S:1:pos:R:3:forces:R:3
H 0.415363 -1.991570 1.807095 0.0 -0.2 0.0
O -0.024277 -0.017661 2.376965 -0.9 0.2 -0.7
H 1.787568 -0.918391 2.369215 -0.1 -0.8 0.3
H 0.294112 1.074968 -2.418515 0.0 -0.1 -0.1
H -1.295431 2.989869 -2.121670 0.4 -0.1 -0.1
C 0.431436 -1.099547 -0.749125 -0.1 -1.4 -0.4
H -2.055839 2.117021 -0.750415 -0.4 -0.5 -0.2
C 0.849784 -0.998267 1.809821 1.2 1.9 0.4
H 0.116234 -2.123014 -0.512137 -0.1 0.0 0.4
H 1.041326 -1.333215 -1.629450 0.2 0.7 -0.1
H 2.293089 -0.438259 0.201120 0.2 -0.8 0.3
C 1.228284 -0.495111 0.421755 -0.8 0.6 -1.7
C -1.351313 2.054438 -1.574323 0.3 1.1 0.7
H 0.983601 0.565454 0.292081 -0.1 0.1 0.9
C -0.512370 1.036937 -1.695288 -1.2 -0.2 -0.3
H -1.398149 -0.855725 -1.853944 -0.5 -0.2 0.2
C -0.855991 -0.304606 -1.094938 3.0 -0.2 -0.3
H -0.025346 0.059138 3.329387 0.3 -0.5 0.2
H -1.290108 -0.236038 -0.128643 -1.4 0.4 0.5
```
Forces are in eV/Å.

Computed properties:
Gap between HOMO and LUMO: 0.383 Ha
Calculated total energy: -8462.4038 eV
Largest force on an atom: 0.05828 hartree/bohr
2S+1: 1
HOMO level: -9.46 eV
Total charge: 0
ΔE to the lowest compared entry with this formula, charge and spin: 188.2 kJ/mol

=====

No. 2
DFT (the ωB97M-V functional and the def2-TZVPD basis) results for an isolated molecule of C6H12O.

XYZ file:
```
19
Properties=species:S:1:pos:R:3:forces:R:3
H -2.404724 -0.817982 0.696054 0.1 0.1 0.0
H -0.880478 1.785297 0.185219 -0.1 -0.1 -0.1
C -1.733062 -0.015311 1.018564 0.0 0.0 0.0
C 0.886703 0.450058 -0.732511 -0.1 -0.4 -0.1
H 2.019313 -0.805584 1.647018 0.1 0.0 -0.1
H 2.340811 -0.717121 -1.404833 -0.1 0.0 0.0
O -2.612971 1.283741 -0.833205 -0.2 0.2 0.1
H -2.222800 0.539167 1.827597 0.0 -0.1 -0.1
H 3.018473 0.378870 0.793898 0.0 -0.2 0.0
C -1.422569 0.896298 -0.165590 0.3 0.0 0.2
C 1.702863 -0.755987 -0.498004 -0.1 0.1 0.0
H 1.178009 -1.728327 -0.524477 0.0 0.2 0.0
H -0.651202 0.750573 -2.130893 0.1 0.0 0.1
H -0.821519 -0.467902 1.427981 -0.1 0.1 -0.1
H -0.817662 -0.850224 -1.339722 0.1 0.2 0.1
C 2.603774 -0.631328 0.736542 0.1 0.0 0.1
H -3.097291 1.864590 -0.233212 0.0 -0.1 -0.2
C -0.506425 0.199886 -1.190739 0.1 0.0 0.0
H 3.420755 -1.358710 0.720306 -0.1 0.1 0.0
```
Forces are in eV/Å.

Computed properties:
Gap between HOMO and LUMO: 0.307 Ha
Calculated total energy: -8460.4045 eV
Largest force on an atom: 0.00746 hartree/bohr
2S+1: 1
HOMO level: -8.19 eV
Total charge: 0
ΔE to the lowest compared entry with this formula, charge and spin: 381.1 kJ/mol

=====

No. 3
DFT (the ωB97M-V functional and the def2-TZVPD basis) results for an isolated molecule of C6H12O.

XYZ file:
```
19
Properties=species:S:1:pos:R:3:forces:R:3
H 1.948970 0.586717 0.950717 -0.6 0.2 -0.4
H 1.755720 0.477795 -1.020747 0.4 -0.3 -0.2
H -1.755147 -1.780047 -1.092402 0.1 0.3 0.0
C -0.414099 -0.242103 -0.248747 0.2 0.0 0.1
H -0.797199 1.863052 0.143043 -0.1 -0.2 0.0
C -1.764015 -0.773999 -0.670117 0.0 0.1 -0.2
H -1.916258 0.115649 1.339478 0.2 -0.2 0.0
C 0.782972 -1.142603 -0.629228 -0.2 -0.4 0.0
H 0.981681 -1.861794 0.172694 0.0 0.0 -0.1
C -1.414697 -0.680038 0.788047 0.0 -0.1 0.2
H -2.552066 -0.150141 -1.084783 0.2 0.1 0.2
H 0.226868 1.573194 -1.214176 0.5 0.0 0.6
H 1.629407 2.297663 0.968607 -0.3 0.1 0.0
H 0.538663 -1.699475 -1.538357 -0.1 -0.1 0.1
H 0.602673 1.147901 1.874963 0.0 0.3 0.1
C 1.133092 1.324020 0.937335 -0.3 0.3 0.0
C 0.018819 1.212453 -0.185175 0.0 0.0 0.3
O 1.990694 -0.448752 -0.890808 0.1 -0.1 -0.4
H -1.241329 -1.584169 1.364163 0.0 0.0 -0.1
```
Forces are in eV/Å.

Computed properties:
Gap between HOMO and LUMO: 0.388 Ha
Calculated total energy: -8462.4023 eV
Largest force on an atom: 0.01510 hartree/bohr
2S+1: 1
HOMO level: -9.55 eV
Total charge: 0
ΔE to the lowest compared entry with this formula, charge and spin: 188.3 kJ/mol

=====

No. 4
DFT (the ωB97M-V functional and the def2-TZVPD basis) results for an isolated molecule of C6H12O.

XYZ file:
```
19
Properties=species:S:1:pos:R:3:forces:R:3
C 1.957200 -0.749882 -0.345982 0.2 -0.2 0.1
C 0.503979 0.978414 -1.300758 0.3 -0.4 -0.6
H 0.790036 1.080824 1.632514 0.3 -0.1 0.1
C 0.617558 -0.112707 -0.526424 0.2 -0.5 -1.9
O 0.283984 0.264927 1.567513 -2.1 1.7 0.7
H 1.389454 1.548813 -1.573080 -0.1 -0.1 0.0
C -1.127211 0.801450 1.264170 1.5 -0.3 0.7
H -2.558083 -0.742235 0.629825 0.1 0.1 0.0
H -1.543979 0.797036 2.264456 -0.7 -0.1 -0.1
H -0.406362 -1.790554 0.450029 0.2 0.3 -0.2
C -1.752576 -0.127458 0.213840 0.2 -0.1 0.1
H -0.339602 1.066538 -1.982962 -0.3 0.6 0.6
H -0.842840 -1.487174 -1.231361 -0.2 -0.1 0.0
C -0.597371 -0.999232 -0.287193 0.0 -0.1 -0.3
H -2.160479 0.452668 -0.623781 0.0 -0.1 0.3
H 2.033456 -1.361635 0.549857 0.0 0.1 0.2
H -1.095512 1.847762 0.905329 0.4 -0.6 0.2
H 2.795510 -0.047813 -0.397706 -0.2 0.0 0.1
H 2.052833 -1.419734 -1.208295 0.2 0.0 0.1
```
Forces are in eV/Å.

Computed properties:
Gap between HOMO and LUMO: 0.336 Ha
Calculated total energy: -8462.0315 eV
Largest force on an atom: 0.05449 hartree/bohr
2S+1: 1
HOMO level: -8.18 eV
Total charge: 0
ΔE to the lowest compared entry with this formula, charge and spin: 224.1 kJ/mol

=====

No. 5
DFT (the ωB97M-V functional and the def2-TZVPD basis) results for an isolated molecule of C6H12O.

XYZ file:
```
19
Properties=species:S:1:pos:R:3:forces:R:3
H 2.497805 0.227057 -0.967134 0.0 -0.1 0.1
H 0.342167 1.170271 -1.286808 -0.1 0.0 0.1
O 1.152537 -0.938995 0.104969 -0.1 -0.1 0.0
H -2.069202 1.303658 -0.771798 0.1 0.0 0.1
C 0.117865 1.355263 -0.231457 0.1 0.1 -0.1
H -1.725899 1.912140 0.861364 0.1 -0.1 -0.1
H 2.969526 -1.450514 -0.592115 0.0 0.2 0.1
H 0.613584 2.279974 0.080522 -0.1 -0.2 -0.1
C -1.144647 -0.217284 0.609359 -0.1 -0.1 0.1
C 2.468645 -0.561573 -0.200333 0.3 0.1 -0.1
H 0.723002 0.371291 1.639974 0.0 -0.1 -0.1
C 0.368823 0.096930 0.631898 -0.1 0.1 0.1
C -1.390528 1.220203 0.083367 -0.2 0.1 0.0
H -2.606642 -1.451705 -0.405008 0.1 0.1 0.0
H 3.014052 -0.204068 0.686910 -0.1 0.0 -0.1
H -1.577711 -0.432680 1.592452 0.1 0.0 -0.1
H -1.172631 -1.089728 -1.385332 0.0 0.0 0.1
C -1.519314 -1.320303 -0.371783 0.0 0.0 0.0
H -1.061439 -2.269937 -0.079050 -0.1 0.1 0.0
```
Forces are in eV/Å.

Computed properties:
Gap between HOMO and LUMO: 0.391 Ha
Calculated total energy: -8462.9955 eV
Largest force on an atom: 0.00555 hartree/bohr
2S+1: 1
HOMO level: -9.51 eV
Total charge: 0
ΔE to the lowest compared entry with this formula, charge and spin: 131.1 kJ/mol

=====

No. 6
DFT (the ωB97M-V functional and the def2-TZVPD basis) results for an isolated molecule of C6H12O.

XYZ file:
```
19
Properties=species:S:1:pos:R:3:forces:R:3
O 0.502315 2.362594 -0.358167 -0.5 -0.1 -0.1
H -0.936297 -1.890711 -0.707014 0.3 0.2 0.2
C 2.599870 0.704423 0.283340 -0.1 -0.1 0.0
C 1.463492 -0.334103 -0.016289 -0.1 -0.2 -0.1
H 2.750843 1.452547 -0.500827 -0.3 -0.2 0.1
H -1.210281 1.619095 -1.084062 0.0 -0.1 0.1
H 1.619033 -1.141524 0.707335 -0.2 -0.1 -0.2
H -0.285690 0.134172 1.145797 0.0 0.2 -0.1
C -0.279095 1.454026 -0.495688 0.2 0.3 0.1
C -1.245035 -0.860465 -0.495902 0.2 0.0 0.0
H 2.487816 1.261950 1.220673 -0.3 -0.2 -0.2
H -1.592958 -0.465588 -1.464702 0.4 0.0 0.2
C -2.502913 -0.922718 0.408324 0.1 0.0 0.0
H 1.694746 -0.748541 -1.004666 -0.2 0.0 0.1
H -2.312378 -1.447847 1.351660 0.1 0.1 -0.1
H -2.896547 0.070754 0.661706 0.2 -0.1 -0.1
C -0.079965 0.057609 0.068946 0.1 0.1 0.1
H 3.550169 0.152963 0.365203 -0.4 0.0 0.0
H -3.327116 -1.458636 -0.085672 0.3 0.1 0.0
```
Forces are in eV/Å.

Computed properties:
Gap between HOMO and LUMO: 0.387 Ha
Calculated total energy: -8463.3327 eV
Largest force on an atom: 0.00977 hartree/bohr
2S+1: 1
HOMO level: -9.55 eV
Total charge: 0
ΔE to the lowest compared entry with this formula, charge and spin: 98.5 kJ/mol

=====

No. 7
DFT (the ωB97M-V functional and the def2-TZVPD basis) results for an isolated molecule of C6H12O.

XYZ file:
```
19
Properties=species:S:1:pos:R:3:forces:R:3
H 0.199937 -0.001789 1.918414 0.0 -0.1 -0.1
H 0.344004 1.870571 0.700944 -0.4 0.1 -0.3
H 0.681639 -0.803825 -0.449769 0.0 -0.5 0.0
C 2.674513 -0.272502 -0.008489 -0.2 0.3 -0.1
H 3.299907 0.303428 0.683977 -0.3 0.1 -0.1
H -1.582883 -1.501989 -1.071841 0.0 0.1 0.1
H -1.146540 -1.545013 0.647085 -0.1 -0.2 -0.1
H -1.191609 0.739509 -2.027608 0.3 0.1 0.3
C -1.851156 -1.127640 -0.078601 0.2 0.0 0.0
C 1.150111 -0.078727 0.215566 -0.5 -0.2 -0.6
C -1.780039 0.371272 -0.004600 0.8 0.1 0.3
O 0.969974 -0.476973 1.585957 -0.2 0.2 0.1
C -1.270159 1.181732 -1.031972 1.3 0.1 0.4
C 0.411970 1.203526 -0.169527 -1.8 -0.6 0.1
H -1.626057 2.215296 -1.057499 0.5 -0.2 0.1
H 2.890852 -1.335673 0.185458 -0.2 0.4 -0.1
H -2.845587 -1.527544 0.168993 0.2 0.3 0.0
H 2.976154 -0.051849 -1.034566 -0.1 0.1 0.1
H -2.305037 0.838191 0.828079 0.3 0.0 -0.1
```
Forces are in eV/Å.

Computed properties:
Gap between HOMO and LUMO (spin up / spin down): 0.300 / 0.300 Ha
Calculated total energy: -8459.8913 eV
Largest force on an atom: 0.03746 hartree/bohr
2S+1: 1
HOMO level (spin up / spin down): -7.77 / -7.77 eV
Total charge: 0
ΔE to the lowest compared entry with this formula, charge and spin: 430.6 kJ/mol

=====

No. 8
DFT (the ωB97M-V functional and the def2-TZVPD basis) results for an isolated molecule of C6H12O.

XYZ file:
```
19
Properties=species:S:1:pos:R:3:forces:R:3
H 2.978795 0.810109 0.896769 0.2 0.5 -0.3
H -1.922916 -1.322643 1.169881 -0.3 -0.2 -0.1
H 0.678280 0.398455 1.464049 0.4 -0.1 0.2
O 2.753457 -1.113437 0.311581 0.0 -0.1 -0.2
H 0.246049 -1.399098 -0.008437 -0.3 0.0 0.1
H 2.712306 0.562546 -0.856453 0.0 0.0 -0.1
C 0.938714 0.541265 0.413898 -0.5 0.1 -0.1
C -2.206123 -0.360530 0.746585 0.1 0.4 0.3
H -2.925665 0.848590 -1.579040 0.1 0.2 0.0
H -1.339606 0.642610 -2.479028 0.3 0.4 0.3
H 0.774819 1.615571 0.268092 -0.2 -0.1 -0.5
H -1.914197 0.364575 1.508216 0.0 0.1 0.1
C 2.409077 0.266886 0.141748 0.0 -0.4 1.4
H 2.883707 -1.274925 1.252120 -0.1 0.0 -0.1
C 0.045784 -0.400056 -0.408339 0.6 -0.4 -0.6
C -1.423306 -0.082552 -0.489215 1.1 0.8 0.2
H -3.278952 -0.256610 0.602538 0.0 -0.2 0.0
H 0.454414 -0.454668 -1.424461 -0.1 0.2 0.0
C -1.864644 0.613912 -1.530496 -1.2 -1.1 -0.4
```
Forces are in eV/Å.

Computed properties:
Gap between HOMO and LUMO: 0.371 Ha
Calculated total energy: -8463.1042 eV
Largest force on an atom: 0.03295 hartree/bohr
2S+1: 1
HOMO level: -9.18 eV
Total charge: 0
ΔE to the lowest compared entry with this formula, charge and spin: 120.6 kJ/mol